This record from the OMol25 dataset describes 6 unconnected molecules or ions with the total composition C35H85ClN5O2P in a non-equilibrium geometry. The level of theory is wB97M-V/def2-TZVPD.

Element x y z (Å)
C -1.34923 2.36671 -0.54831
C -2.08528 1.60698 -1.80711
Cl -3.89559 1.26147 -1.54596
C -1.36391 0.16054 -2.09841
P -0.40959 0.29384 -3.77399
C 0.89352 1.70572 -3.71206
C 2.44592 1.18061 -3.66428
O 3.48487 2.04503 -3.80372
O 2.80820 -0.24619 -3.45978
H -0.43143 1.75447 -0.15802
H -0.92130 3.39647 -0.94306
H -2.08806 2.59492 0.33069
H -1.93643 2.29172 -2.74965
H -2.19750 -0.66326 -2.26747
H -0.69534 -0.21152 -1.20509
H 0.33021 -0.97062 -3.84311
H 0.72406 2.45900 -4.60270
H 0.70469 2.30166 -2.70436
H 2.66739 -0.45507 -2.48819
C 3.36752 -2.74365 3.05548
C 3.58434 -1.27711 2.68610
N 2.85849 -0.85993 1.48621
C 3.30052 0.43356 0.95925
C 3.08260 1.66399 1.83490
C 1.40849 -1.06732 1.49823
C 0.60941 -0.41951 2.62336
H 3.59288 -3.40126 2.20951
H 4.02984 -3.02204 3.88236
H 2.33969 -2.93332 3.38099
H 4.66175 -1.15438 2.51108
H 3.33722 -0.65277 3.55072
H 2.83358 0.60886 -0.01680
H 4.37527 0.36241 0.74232
H 2.03156 1.96056 1.85958
H 3.63975 2.51314 1.41920
H 3.43295 1.51500 2.85952
H 1.21935 -2.14684 1.52611
H 0.98598 -0.74820 0.53690
H 1.06168 -0.57862 3.60588
H -0.39458 -0.85789 2.65651
H 0.48197 0.65227 2.46650
C -3.65307 -5.12688 6.12941
C -2.12580 -5.14624 6.16510
N -1.50325 -4.69564 4.92010
C -0.07302 -5.00274 4.84053
C 0.85070 -4.32885 5.85090
C -1.88324 -3.36189 4.44853
C -1.65384 -2.18535 5.39048
H -4.03501 -5.68949 5.27123
H -4.05344 -5.58889 7.03835
H -4.04576 -4.10622 6.08050
H -1.83029 -6.18706 6.35451
H -1.78325 -4.56457 7.02693
H 0.29145 -4.78457 3.83009
H 0.04740 -6.08947 4.94879
H 0.99909 -3.27169 5.61937
H 1.84057 -4.80118 5.81458
H 0.48444 -4.41895 6.87683
H -2.94759 -3.38397 4.18665
H -1.37939 -3.15410 3.49592
H -2.00631 -2.38483 6.40595
H -2.20572 -1.31217 5.02406
H -0.60225 -1.89948 5.43517
C 2.07660 -7.35998 -1.33451
C 1.16881 -6.93513 -0.18143
N 0.02569 -6.12436 -0.60162
C -0.66068 -5.46514 0.51216
C -1.34108 -6.35536 1.54793
C -0.85189 -6.71361 -1.61567
C -1.48692 -8.06423 -1.30475
H 2.40133 -6.49417 -1.92087
H 2.97198 -7.85406 -0.94197
H 1.57865 -8.06834 -2.00431
H 1.79055 -6.34497 0.50536
H 0.85602 -7.82672 0.37145
H -1.39815 -4.75635 0.11824
H 0.07162 -4.83758 1.03855
H -2.26093 -6.79722 1.15821
H -1.62601 -5.75214 2.41927
H -0.68744 -7.15520 1.90539
H -0.27869 -6.81435 -2.54476
H -1.64664 -6.00062 -1.86968
H -0.76821 -8.78483 -0.90549
H -1.89663 -8.49493 -2.22557
H -2.31606 -7.97147 -0.60227
C 6.93085 7.19246 -0.26891
C 6.86455 5.76968 -0.82161
N 5.82551 5.58052 -1.83415
C 5.55537 4.17230 -2.13440
C 6.68117 3.35619 -2.76270
C 5.88252 6.46790 -2.99818
C 7.16521 6.47433 -3.82206
H 5.95365 7.51731 0.10318
H 7.63888 7.23591 0.56579
H 7.27165 7.90695 -1.02503
H 6.65354 5.11169 0.03223
H 7.85431 5.48689 -1.19423
H 4.66822 4.09916 -2.77396
H 5.26298 3.67576 -1.19890
H 6.83176 3.61788 -3.81250
H 6.41941 2.29076 -2.73813
H 7.62837 3.47109 -2.22942
H 5.69500 7.49205 -2.65485
H 5.03716 6.25177 -3.66388
H 8.06297 6.54172 -3.20183
H 7.16712 7.34587 -4.48664
H 7.24462 5.59140 -4.45743
C -4.91710 4.26854 -3.00053
C -6.39723 3.99941 -2.73415
N -7.14692 5.18855 -2.32852
C -8.47046 4.88273 -1.77996
C -9.49050 4.23971 -2.71499
C -7.09851 6.33138 -3.24355
C -7.56059 6.10953 -4.67930
H -4.44464 4.75935 -2.14334
H -4.39194 3.32363 -3.17731
H -4.77071 4.89528 -3.88604
H -6.43988 3.25836 -1.92449
H -6.83563 3.52126 -3.61598
H -8.90811 5.79283 -1.35383
H -8.33489 4.21269 -0.91980
H -9.88482 4.95815 -3.43720
H -10.34635 3.87821 -2.13096
H -9.07996 3.38289 -3.25544
H -6.06660 6.70048 -3.27272
H -7.66748 7.16646 -2.81526
H -7.13873 5.20303 -5.12144
H -7.23592 6.95183 -5.30090
H -8.64766 6.06162 -4.75362

* HOMO: -7.886 eV
* E_tot: -2610.1349 Eh
* energy above the lowest of the compared OMol25 structures with the same formula, charge and spin: 3.383 eV
* SMILES: C[C@H](Cl)CPCC(=O)O.CCN(CC)CC.CCN(CC)CC.CCN(CC)CC.CCN(CC)CC.CCN(CC)CC
* LUMO energy: 0.2 eV
* frontier orbital gap: 8.07 eV